# 1
13 unconnected molecules or ions with the total composition C41H107Cl6N5O15. Source: the Open Molecules 2025 dataset; level of theory: ωB97M-V with the def2-TZVPD basis set.

As for the charge: 0. As for the HOMO energy: -8.512 eV. As for the frontier orbital gap: 8.7417 eV. Its multiplicity is 1.

CARTESIAN COORDINATES (ANGSTROEM)
Cl: 3.600 -4.043 -4.474
C: 3.125 -4.822 -2.936
C: 2.074 -5.931 -3.106
Cl: 0.404 -5.314 -3.377
H: 2.775 -4.032 -2.271
H: 3.999 -5.284 -2.475
H: 2.051 -6.602 -2.248
H: 2.301 -6.540 -3.982
Cl: -5.818 -4.456 -1.577
C: -4.864 -5.227 -0.253
C: -3.496 -4.534 -0.118
Cl: -2.562 -4.868 -1.573
H: -4.813 -6.282 -0.523
H: -5.350 -5.078 0.711
H: -2.974 -5.132 0.629
H: -3.557 -3.466 0.095
Cl: 6.213 5.005 2.554
C: 6.578 3.873 1.204
C: 7.071 4.812 -0.040
Cl: 8.649 5.704 0.151
H: 5.670 3.371 0.870
H: 7.244 3.066 1.508
H: 6.270 5.540 -0.163
H: 7.105 4.250 -0.973
C: 2.438 3.536 1.803
O: 3.434 2.532 1.476
H: 1.479 3.034 1.929
H: 2.568 4.004 2.779
H: 2.393 4.305 1.033
H: 3.004 1.775 1.071
C: -1.280 -1.793 6.235
O: -1.523 -1.727 4.886
H: -0.379 -2.336 6.520
H: -1.129 -0.772 6.587
H: -2.137 -2.253 6.727
H: -0.985 -1.035 4.495
C: 5.283 -1.475 0.640
O: 4.254 -0.598 0.200
H: 5.244 -2.417 0.093
H: 6.335 -1.191 0.679
H: 4.991 -1.590 1.684
H: 4.529 -0.247 -0.650
C: -3.900 -2.495 2.752
O: -4.044 -1.606 3.836
H: -4.412 -3.403 3.070
H: -4.402 -2.164 1.842
H: -2.863 -2.547 2.420
H: -3.284 -1.523 4.417
C: -1.142 4.492 -1.869
O: -0.875 4.373 -0.512
H: -2.031 3.973 -2.227
H: -1.468 5.499 -2.130
H: -0.246 4.382 -2.481
H: -0.820 5.216 -0.057
C: -2.584 2.731 4.052
O: -1.309 2.966 3.306
C: -1.087 2.015 2.285
C: -0.645 0.630 2.774
N: -0.040 0.567 4.073
C: 1.393 0.177 4.139
C: 2.129 0.820 5.354
O: 1.585 0.896 6.616
C: 0.446 1.851 6.694
H: -2.633 3.514 4.809
H: -2.574 1.889 4.745
H: -3.499 2.738 3.461
H: -0.435 2.363 1.484
H: -1.975 1.783 1.697
H: -0.210 -0.049 2.040
H: -1.491 -0.046 2.900
H: -0.038 1.431 4.597
H: 1.912 0.193 3.180
H: 1.387 -0.859 4.479
H: 2.302 1.836 5.000
H: 3.084 0.337 5.557
H: -0.401 1.366 6.209
H: 0.550 2.726 6.052
H: 0.111 2.085 7.704
C: -3.283 -1.568 -2.013
O: -3.540 -0.578 -1.006
C: -4.938 -0.199 -0.750
C: -5.387 1.035 -1.545
N: -4.484 2.183 -1.227
C: -4.708 2.886 0.043
C: -6.184 3.436 0.289
O: -6.927 2.257 0.704
C: -8.334 2.537 0.868
H: -2.230 -1.849 -1.985
H: -3.618 -1.384 -3.034
H: -3.646 -2.567 -1.774
H: -5.200 -0.204 0.308
H: -5.497 -0.994 -1.245
H: -6.443 1.214 -1.342
H: -5.298 0.763 -2.596
H: -3.578 1.746 -1.143
H: -4.012 3.725 0.065
H: -4.450 2.234 0.877
H: -6.655 3.896 -0.580
H: -6.089 4.196 1.064
H: -8.776 2.843 -0.081
H: -8.658 3.039 1.780
H: -8.871 1.597 0.996
C: 3.421 2.517 -2.045
O: 2.537 1.368 -2.038
C: 1.203 1.494 -1.382
C: 0.620 0.096 -1.212
N: 1.188 -0.607 -0.037
C: 0.653 -1.986 0.237
C: 1.186 -2.477 1.611
O: 1.049 -3.836 1.940
C: -0.255 -4.187 2.268
H: 3.565 2.869 -1.024
H: 2.919 3.320 -2.585
H: 4.465 2.279 -2.249
H: 0.544 2.090 -2.013
H: 1.421 1.961 -0.421
H: 0.655 -0.347 -2.208
H: -0.449 0.272 -1.096
H: 2.188 -0.641 -0.171
H: 0.890 -2.731 -0.522
H: -0.435 -1.957 0.181
H: 0.959 -1.885 2.497
H: 2.262 -2.547 1.449
H: -0.908 -3.987 1.418
H: -0.740 -3.542 3.000
H: -0.432 -5.228 2.540
C: 4.471 -6.957 0.566
O: 3.100 -7.369 0.341
C: 2.243 -6.487 1.084
C: 2.024 -6.808 2.568
N: 0.939 -7.655 2.946
C: 1.108 -9.020 2.346
C: -0.149 -9.885 2.371
O: 0.101 -11.256 2.201
C: 0.623 -11.605 0.847
H: 5.166 -7.506 -0.069
H: 4.627 -7.357 1.568
H: 4.714 -5.895 0.544
H: 1.263 -6.394 0.616
H: 2.581 -5.451 1.067
H: 1.825 -5.890 3.121
H: 3.011 -7.146 2.885
H: 0.096 -7.254 2.559
H: 1.851 -9.620 2.871
H: 1.405 -8.984 1.298
H: -0.804 -9.605 1.546
H: -0.759 -9.643 3.241
H: 1.067 -10.752 0.333
H: -0.225 -12.087 0.360
H: 1.234 -12.502 0.947
C: 1.765 5.634 -5.645
O: 0.434 6.039 -5.386
C: 0.260 7.033 -4.330
C: 0.702 8.408 -4.879
N: -0.268 9.082 -5.738
C: -0.858 8.384 -6.876
C: 0.107 8.018 -8.033
O: 0.426 9.141 -8.719
C: 1.109 8.970 -9.976
H: 1.632 4.957 -6.489
H: 2.129 5.029 -4.814
H: 2.493 6.384 -5.954
H: 0.782 6.808 -3.400
H: -0.778 7.152 -4.018
H: 1.594 8.190 -5.466
H: 0.970 9.039 -4.032
H: 0.104 9.961 -6.069
H: -1.501 9.121 -7.358
H: -1.512 7.589 -6.518
H: -0.484 7.346 -8.655
H: 1.028 7.589 -7.637
H: 1.279 9.920 -10.483
H: 0.638 8.439 -10.803
H: 2.030 8.420 -9.779

# 2
A molecular structure, C41H110BeN2O16. Source: the Open Molecules 2025 dataset; level of theory: ωB97M-V with the def2-TZVPD basis set.

As for the charge: -1. As for the HOMO energy (spin up / spin down): -2.419 / -2.488 eV. As for the frontier orbital gap (spin up / spin down): 4.5131 / 4.5768 eV. Its multiplicity is 2.

CARTESIAN COORDINATES (ANGSTROEM)
Be: 3.579 -1.089 -0.853
C: -1.031 0.945 -2.313
C: -0.376 0.039 -1.220
C: -1.415 -0.308 -0.108
C: -2.396 -1.387 -0.523
C: -1.589 -2.684 -0.677
C: -0.444 -2.543 -1.805
N: 0.317 -1.179 -1.656
O: 1.425 -0.988 -2.527
C: -1.146 -2.578 -3.154
C: 0.616 -3.637 -1.521
C: 0.586 1.005 -0.388
H: -1.459 1.835 -1.853
H: -1.828 0.471 -2.886
H: -0.290 1.245 -3.055
H: -1.875 0.627 0.213
H: -0.880 -0.566 0.807
H: -2.837 -1.105 -1.479
H: -3.143 -1.448 0.268
H: -2.234 -3.473 -1.063
H: -1.127 -2.981 0.264
H: -1.952 -1.847 -3.221
H: -1.630 -3.527 -3.382
H: -0.337 -2.582 -3.885
H: 1.190 -3.426 -0.619
H: 1.312 -3.893 -2.320
H: 0.079 -4.562 -1.308
H: 0.983 0.494 0.489
H: 0.119 1.927 -0.040
H: 1.458 1.374 -0.928
C: 2.025 1.791 3.317
C: 3.433 2.307 2.877
C: 4.022 3.132 3.995
C: 4.636 2.256 5.091
C: 5.757 1.400 4.515
C: 5.207 0.385 3.463
N: 4.393 1.210 2.468
O: 4.199 0.745 1.089
C: 4.390 -0.774 4.252
C: 6.493 -0.140 2.923
C: 3.157 3.357 1.834
H: 1.217 2.511 3.183
H: 2.008 1.338 4.308
H: 1.722 1.017 2.612
H: 3.231 3.738 4.436
H: 4.828 3.789 3.667
H: 3.922 1.569 5.545
H: 5.034 2.899 5.876
H: 6.237 0.916 5.366
H: 6.538 2.011 4.063
H: 5.074 -0.976 5.077
H: 4.270 -1.696 3.684
H: 3.371 -0.413 4.389
H: 7.215 -0.477 3.666
H: 6.965 0.693 2.403
H: 6.470 -0.930 2.173
H: 2.629 4.257 2.150
H: 2.544 2.955 1.026
H: 4.102 3.775 1.488
C: -1.934 1.169 2.869
C: -2.352 1.744 4.252
O: -3.679 2.209 4.089
H: -1.491 1.881 2.173
H: -2.762 0.695 2.342
H: -1.332 0.296 3.123
H: -1.845 2.706 4.335
H: -2.274 1.193 5.189
H: -3.758 2.909 3.436
C: -0.406 -0.114 -6.648
C: 0.869 0.470 -6.248
O: 1.858 -0.246 -6.947
H: -0.713 -0.994 -6.083
H: -0.248 -0.450 -7.672
H: -1.276 0.528 -6.508
H: 0.972 0.367 -5.168
H: 0.968 1.532 -6.471
H: 1.896 0.160 -7.817
C: -6.406 -1.607 -3.668
C: -4.874 -1.433 -3.539
O: -4.358 -1.410 -4.809
H: -6.643 -2.516 -4.220
H: -6.702 -0.768 -4.298
H: -6.860 -1.668 -2.678
H: -4.284 -2.204 -3.043
H: -4.624 -0.439 -3.166
H: -3.482 -1.021 -4.749
C: 1.100 -4.210 4.853
C: 1.726 -4.903 3.688
O: 1.695 -4.054 2.546
H: 1.624 -3.287 5.103
H: 1.248 -4.802 5.756
H: 0.069 -3.897 4.689
H: 1.294 -5.847 3.355
H: 2.750 -5.227 3.869
H: 2.055 -4.595 1.840
C: -5.229 1.965 -0.753
C: -5.081 3.200 -1.631
O: -4.184 4.082 -1.064
H: -5.574 2.193 0.255
H: -4.376 1.290 -0.823
H: -5.951 1.298 -1.224
H: -6.018 3.750 -1.726
H: -4.658 2.989 -2.613
H: -3.874 4.694 -1.735
C: -6.909 -1.399 2.085
C: -5.689 -0.519 2.504
O: -6.159 0.774 2.772
H: -7.545 -1.023 1.284
H: -7.524 -1.690 2.937
H: -6.470 -2.364 1.832
H: -4.903 -0.467 1.751
H: -5.243 -0.924 3.412
H: -5.411 1.305 3.053
C: 0.735 -6.352 -4.420
C: 1.003 -7.818 -4.048
O: 2.327 -8.099 -4.125
H: -0.292 -6.058 -4.206
H: 0.976 -6.144 -5.462
H: 1.336 -5.614 -3.888
H: 0.402 -8.322 -4.805
H: 0.639 -7.960 -3.031
H: 2.432 -8.975 -4.503
O: 2.759 -2.235 -4.906
H: 2.289 -1.775 -4.211
H: 2.876 -1.578 -5.592
O: 3.778 0.891 -2.452
H: 2.995 0.935 -3.001
H: 3.988 1.805 -2.259
O: 4.120 -2.907 -2.302
H: 4.410 -3.761 -1.984
H: 3.829 -3.071 -3.199
O: 2.341 -1.729 1.271
H: 2.645 -1.235 2.032
H: 1.916 -2.503 1.641
C: -3.893 -4.109 2.756
C: -2.677 -3.724 3.540
C: -2.253 -2.196 3.276
O: -3.045 -3.934 4.886
H: -4.039 -5.178 2.912
H: -3.635 -3.949 1.709
H: -4.700 -3.476 3.126
H: -1.827 -4.387 3.377
H: -2.321 -1.915 2.225
H: -1.261 -2.039 3.700
H: -3.002 -1.541 3.721
H: -3.480 -3.134 5.190
C: 3.030 5.821 -2.430
C: 2.662 4.406 -2.087
C: 1.632 3.938 -3.071
O: 3.867 3.743 -2.242
H: 3.159 6.046 -3.489
H: 4.006 6.030 -1.991
H: 2.332 6.478 -1.913
H: 2.224 4.345 -1.091
H: 0.877 4.722 -3.124
H: 1.017 3.205 -2.549
H: 1.910 3.550 -4.051
H: 4.394 4.108 -1.528
C: 0.490 7.516 1.420
C: 0.399 6.491 0.247
C: -0.054 5.057 0.655
O: -0.534 6.961 -0.755
H: 1.234 7.320 2.192
H: -0.502 7.639 1.855
H: 0.799 8.517 1.120
H: 1.364 6.448 -0.258
H: 0.083 4.705 1.678
H: 0.411 4.281 0.047
H: -1.107 4.882 0.433
H: -0.857 7.753 -0.318

Max |F|, respectively: 3.56; 3.58 eV/Å.